Here is a cluster of 3 separate species, C16H14ClO12PS2 in total in a non-equilibrium geometry from the OMol25 dataset. Energies are from ωB97M-V/def2-TZVPD.

Properties
HOMO   -9.335 eV
Frontier orbital gap   7.62 eV
E   -3118.79407 hartree
Strongest force on any atom   0.04596 hartree/bohr

Last column: natural (NBO) charge in e.
Cartesian coordinates (Å):
C (3.16, 1.60, -2.27)  -0.378
C (2.53, 2.67, -2.78)  -0.212
C (1.07, 2.73, -3.07)  0.014
O (0.72, 4.16, -3.22)  -0.701
S (-0.37, 4.64, -2.19)  2.553
O (0.30, 5.20, -1.08)  -0.887
O (-1.43, 5.40, -2.76)  -0.877
O (-0.98, 3.16, -1.95)  -0.678
C (0.08, 2.23, -1.99)  -0.069
Cl (0.74, 2.22, -0.32)  0.020
P (-0.53, 0.46, -2.27)  0.827
S (-1.16, -0.51, -0.72)  -0.515
H (2.79, 1.03, -1.43)  0.237
H (4.13, 1.32, -2.67)  0.207
H (3.08, 3.57, -3.05)  0.234
H (0.86, 2.36, -4.06)  0.228
H (-1.52, 0.57, -3.26)  0.000
H (0.57, -0.19, -2.84)  -0.003
C (6.11, -1.60, 1.94)  -0.385
C (5.36, -1.35, 0.86)  0.322
C (3.94, -0.87, 0.98)  0.482
O (3.33, -0.64, -0.05)  -0.564
C (3.37, -0.70, 2.30)  -0.394
C (4.12, -0.96, 3.38)  0.333
C (5.55, -1.41, 3.27)  0.473
O (6.17, -1.61, 4.30)  -0.530
O (3.67, -0.83, 4.62)  -0.619
O (5.79, -1.50, -0.38)  -0.625
H (7.13, -1.95, 1.87)  0.247
H (2.34, -0.37, 2.37)  0.251
H (4.41, -1.07, 5.21)  0.509
H (5.05, -1.25, -0.96)  0.504
C (-4.71, -1.05, 0.28)  -0.392
C (-4.35, -2.10, 1.04)  0.324
C (-5.36, -3.02, 1.67)  0.473
O (-4.95, -3.96, 2.32)  -0.541
C (-6.77, -2.73, 1.46)  -0.381
C (-7.13, -1.68, 0.71)  0.316
C (-6.12, -0.78, 0.06)  0.475
O (-6.53, 0.14, -0.62)  -0.540
O (-8.40, -1.36, 0.48)  -0.625
O (-3.08, -2.42, 1.28)  -0.624
H (-3.99, -0.39, -0.18)  0.258
H (-7.49, -3.39, 1.93)  0.242
H (-8.37, -0.57, -0.09)  0.507
H (-3.11, -3.21, 1.85)  0.506